one.
19
Properties=species:S:1:pos:R:3 method="wB97M-V/def2-TZVPD" homo_ha=-0.317 spin_multiplicity=1 charge=0 homo_lumo_gap_ev=9.71 lumo_energy_ev=1.093 smiles="N/C=C/CCCN"
N 1.700 2.996 -0.704
C 0.811 2.143 0.043
C 1.067 0.869 0.310
C 0.153 -0.054 1.069
C -1.166 -0.392 0.377
C -1.146 -1.502 -0.639
N -0.792 -2.813 -0.067
H 1.283 3.212 -1.595
H 2.479 2.373 -0.890
H -0.093 2.597 0.430
H 1.955 0.349 -0.047
H 0.051 0.289 2.107
H 0.648 -1.003 1.293
H -1.848 -0.580 1.216
H -1.611 0.500 -0.075
H -0.635 -1.191 -1.565
H -2.162 -1.610 -1.037
H -0.671 -3.461 -0.806
H -0.021 -2.722 0.579

***

two.
19
Properties=species:S:1:pos:R:3 method="wB97M-V/def2-TZVPD" homo_ha=-0.254 spin_multiplicity=1 charge=0 homo_lumo_gap_ev=7.93 lumo_energy_ev=1.022 smiles="CN/C=C/CCN"
C 1.545 -0.820 -1.734
N 1.292 -1.522 -0.490
C 1.014 -0.864 0.679
C 0.832 0.467 0.889
C -0.414 1.043 1.496
C -1.470 1.144 0.402
N -1.976 -0.166 -0.020
H 0.767 -1.011 -2.469
H 2.538 -1.062 -2.124
H 1.699 0.223 -1.462
H 1.029 -2.485 -0.578
H 0.648 -1.553 1.442
H 1.571 1.178 0.530
H -0.852 0.402 2.267
H -0.158 1.998 1.956
H -1.036 1.690 -0.448
H -2.284 1.844 0.622
H -2.987 -0.123 0.024
H -1.758 -0.384 -0.982

***

three.
19
Properties=species:S:1:pos:R:3 method="wB97M-V/def2-TZVPD" homo_ha=-0.340 spin_multiplicity=1 charge=0 homo_lumo_gap_ev=10.11 lumo_energy_ev=0.856 smiles=CC(C)N.CC#N
C 1.572 -0.308 -1.104
C 0.973 -0.345 0.287
C 1.974 0.018 1.369
N -0.289 0.720 0.307
H 2.355 -1.064 -1.188
H 0.822 -0.510 -1.866
H 2.018 0.663 -1.313
H 0.543 -1.328 0.488
H 2.790 -0.705 1.382
H 2.398 1.006 1.185
H 1.486 0.004 2.342
H -0.430 1.206 1.192
H -0.092 1.477 -0.343
C -2.723 0.000 -0.922
C -2.455 -0.302 0.488
N -2.663 -0.923 1.460
H -3.361 0.881 -1.023
H -1.801 0.412 -1.352
H -3.115 -0.902 -1.389

***

four.
19
Properties=species:S:1:pos:R:3 method="wB97M-V/def2-TZVPD" homo_ha=-0.306 spin_multiplicity=1 charge=0 homo_lumo_gap_ev=9.39 lumo_energy_ev=1.074 smiles="C=C(N)C[C@H](C)N"
C 0.184 -2.432 0.534
C 0.607 -1.162 0.627
N 1.417 -0.656 1.643
C 0.552 -0.215 -0.567
C -0.218 1.048 -0.174
C -1.739 0.880 -0.180
N 0.043 2.156 -1.154
H 0.587 -3.227 1.150
H -0.299 -2.701 -0.394
H 1.698 -1.319 2.344
H 1.274 0.284 1.944
H 1.530 -0.005 -1.003
H -0.061 -0.676 -1.344
H 0.037 1.506 0.778
H -2.143 1.893 -0.119
H -2.059 0.133 0.542
H -2.048 0.530 -1.167
H -0.385 1.873 -2.036
H 1.024 2.090 -1.424

***

Most favorable structure: four. The second most favorable one is 0.325 eV above it.